[1]
78
Properties=species:S:1:pos:R:3:lowdin_charge:R:1 method="wB97M-V/def2-TZVPD" spin_multiplicity=5 homo_ev="-5.43 / -5.42" total_charge=-1 e_above_lowest_ev=0.857 total_energy_ha=-4492.2475 s2=6.0436
N -1.4675 -1.5191 1.7659 -0.11
C 1.2554 -0.6275 4.7739 -0.04
C -1.9269 2.8623 -4.3526 -0.05
C -0.3066 -1.9382 1.3014 -0.69
C -2.5882 1.6567 1.1329 -0.58
C -3.7077 2.7714 -6.1217 -0.06
O 0.8511 0.1948 -1.8913 -0.29
H -3.6301 0.1857 -5.5539 0.12
O -1.2246 -1.1963 -1.7118 -0.31
C 0.3137 -0.0741 3.8728 -0.12
H -3.1204 3.0245 -6.9980 0.07
N 9.9966 0.4179 3.0531 0.15
C 5.4115 1.8773 3.0098 -0.03
C 6.7390 1.7907 3.2766 -0.02
H 2.4059 -0.9673 -0.1758 0.12
H -2.7659 -0.0731 -0.1173 0.09
H -3.7884 -4.5317 -2.1223 0.13
H -6.3732 -1.2906 -0.7793 0.14
C -3.6789 -2.7438 0.8555 -0.29
C -4.6089 -1.7980 0.5093 -0.06
H -4.6558 2.2290 -6.1874 0.07
C 2.2537 0.5859 3.1672 -0.26
H 4.7660 -1.1915 1.9314 0.10
C -5.4082 -1.9420 -0.6668 -0.02
C -2.2411 0.1419 -3.9027 -0.03
O -3.3703 -1.8181 3.2709 -0.30
H 4.9074 2.8369 3.1365 0.14
C -2.7564 2.1150 -5.1537 -0.29
C 3.2167 1.0218 2.2261 -0.03
C -2.9016 0.7453 -4.9489 -0.04
H 1.0002 2.8024 -1.1623 0.08
C -2.3777 0.9374 -0.1915 -0.20
C 1.6895 -1.6456 0.3175 -0.26
S -0.5460 0.1019 -1.7184 0.59
S -2.6244 -2.4874 2.2330 0.56
C 8.8554 0.5477 3.1445 -0.19
H 3.3984 -0.2308 4.8380 0.13
H 7.2933 2.5910 3.5990 0.09
H -6.3203 -2.2779 -3.0470 0.10
H -5.5040 -3.6527 -3.4073 0.04
C 2.4391 -0.1464 4.2969 -0.07
C -5.1283 -2.9482 -1.5538 -0.38
C -1.2231 2.2596 -3.3554 -0.07
C 5.3387 -0.4140 2.3247 0.02
C 1.7500 -2.9545 0.4135 -0.39
O -1.5344 1.7862 1.9027 -0.12
H -1.7697 3.9390 -4.5161 0.12
C -1.3575 0.9193 -3.1243 -0.25
C 3.1814 2.7618 -0.9094 -0.05
O -3.7009 2.1374 1.3966 0.03
O -2.1196 -3.8246 2.4852 -0.38
N 0.8950 0.6218 2.9104 -0.04
H -2.4075 -0.8606 -3.5669 0.10
N 0.6072 -1.0565 0.9223 -0.07
H -2.6630 -4.5275 0.1702 0.09
S 0.2480 -3.5856 1.0522 1.06
H 1.1542 -1.3206 5.5865 0.10
N -0.9823 1.0152 -0.4776 -0.28
C 4.6780 0.8036 2.5460 -0.17
H 2.5234 -3.5534 0.0120 0.05
H 4.9918 2.2732 0.1739 0.10
C 2.9563 1.6498 1.0089 -0.25
Mn -0.0382 0.8601 1.2059 0.98
H -4.7639 -0.9857 1.1361 0.09
H -4.0983 3.7829 -5.7481 0.10
C -3.3938 -3.7695 -0.0496 -0.04
H -0.8151 -0.1796 3.8515 0.13
N 1.6840 1.9290 0.5356 0.03
H -2.9715 1.5590 -0.9208 0.15
H 3.5671 3.2332 -1.8002 0.09
H -0.5633 2.7476 -2.6416 0.10
H 7.1414 -1.4480 2.2932 0.11
C 3.9354 2.2545 0.1310 0.00
C 7.4318 0.5896 3.0700 -0.22
C 6.7060 -0.5160 2.5844 0.00
C -4.0944 -3.8327 -1.2773 -0.02
C 1.8310 2.5154 -0.5821 -0.18
N -5.8955 -3.1467 -2.6916 0.09


[2]
72
Properties=species:S:1:pos:R:3:lowdin_charge:R:1 method="wB97M-V/def2-TZVPD" spin_multiplicity=6 homo_ev="-4.25 / -4.29" total_charge=0 e_above_lowest_ev=1.841 total_energy_ha=-3354.2060 s2=9.3917
H -1.2138 -1.7793 2.7603 0.08
H -0.5739 -4.7381 -0.4333 0.10
H -3.7513 0.4169 4.1049 0.10
C 2.2496 2.6079 -6.3148 -0.09
N 2.0810 0.2436 2.2109 -0.11
H -4.2094 -0.7254 -2.6898 0.06
C -1.5385 0.5010 1.7248 -0.31
C 0.3124 1.6238 5.7745 0.00
H -1.7723 1.5444 1.4416 0.11
H -1.7360 2.5006 -3.9475 0.05
H 2.9829 -1.6946 2.0081 0.09
C 1.4289 2.1068 -4.1020 -0.18
C 1.1338 0.4976 5.6320 -0.19
N -2.0947 0.0906 2.8676 -0.17
H 1.6413 -5.7337 -1.9324 0.10
H -0.1563 -3.1803 0.3637 0.08
H -3.4110 -2.0098 -1.7329 0.05
H 2.0469 -1.2180 6.6188 0.11
H -1.1132 -1.0452 4.3888 0.09
H 2.1512 3.3298 -2.4820 0.11
C 1.4005 -0.3408 6.7218 0.00
C 1.5768 0.9099 3.2416 -0.13
C 2.3533 -1.0200 4.0441 -0.01
H -1.2613 -1.1788 -2.2445 0.05
C 0.0303 1.0817 8.1291 -0.22
H 2.5017 -2.5037 -1.7785 0.13
C 2.1729 3.1894 -3.5590 -0.02
H -3.2899 1.7924 3.0216 0.10
O 1.3105 0.8668 -2.1543 -0.25
Cl 3.8229 -0.2096 -0.5091 -0.13
C -2.0633 -0.4764 -2.5133 -0.26
C -0.6453 1.2996 9.3997 -0.17
H -2.6716 -1.6956 3.7939 0.10
H -0.9623 2.7158 7.1410 0.13
H 1.1566 -0.5919 8.8697 0.13
H 1.1575 1.9124 3.1743 0.11
O 0.9629 -1.7186 -0.6732 -0.24
H -3.4369 2.1289 -3.3970 0.06
C 2.9169 3.7178 -5.7757 -0.09
H 0.5346 -4.7473 0.9314 0.09
C 2.9200 3.9890 -4.3945 -0.08
H -3.6550 -0.4506 -0.9980 0.05
C -1.7688 0.6262 -3.1730 -0.27
C -3.4137 -0.9311 -1.9626 -0.14
C 0.7317 1.2207 -3.1915 -0.20
H 3.4447 4.3674 -6.4682 0.09
H 2.4693 -5.6660 -0.4037 0.09
C -2.3594 1.9968 -3.1818 -0.14
C -2.9161 0.9846 3.6702 -0.03
H 3.0498 -4.6708 -1.7565 0.10
Dy 1.3857 0.4008 -0.0134 1.08
H 0.9578 0.9091 -5.8196 0.12
H -2.3302 1.4181 4.5019 0.08
N 1.3278 -3.9397 -0.8340 -0.16
H -2.0625 2.4697 -2.2196 0.07
O -0.7660 -0.2101 1.0413 -0.16
H 2.2712 2.3707 -7.3900 0.10
N -1.2076 1.4768 10.4058 0.16
H 2.4808 -1.8334 4.7402 0.11
C 2.1558 -5.0531 -1.2486 -0.03
C -1.7465 -1.1848 3.4982 -0.01
Cl 0.4470 2.7323 0.5020 -0.10
N 1.7381 0.2067 4.3906 0.00
C 1.4920 1.7896 -5.4726 -0.02
H 3.4913 4.8253 -3.9934 0.10
H -0.3774 0.7375 -3.4972 0.03
C -0.2692 1.8831 7.0197 -0.01
C 1.6383 -2.6895 -1.1331 -0.25
C 2.5026 -1.0009 2.6852 -0.10
C 0.2110 -4.1679 0.0683 -0.01
C 0.9009 -0.0079 7.9828 -0.01
H 0.1713 2.3002 4.9340 0.11


[3]
18
Properties=species:S:1:pos:R:3:lowdin_charge:R:1 method="wB97M-V/def2-TZVPD" homo_ev="-9.51 / -8.62" total_charge=0 e_above_lowest_ev=4.615 total_energy_ha=-326.9617
H 1.5677 1.8447 0.4184 0.09
O -0.7971 1.0565 -1.6340 -0.20
C 1.3332 -1.0576 -0.1869 -0.04
C -0.2474 0.7224 0.6452 -0.42
H 2.0538 -0.3013 -0.4978 0.09
C -1.1526 -1.4607 -0.3273 -0.05
H 1.6635 -1.4231 0.7929 0.10
H 1.3613 -1.9052 -0.8707 0.09
H -1.0777 -1.8561 -1.3405 0.09
H -1.0385 -2.3077 0.3596 0.10
H -2.0949 0.8609 0.0765 0.04
H -2.1459 -1.0405 -0.1962 0.07
C 0.9314 1.4636 1.2209 -0.05
H 0.5682 2.3204 1.7846 0.08
H 1.5418 0.8307 1.8672 0.07
C -0.0458 -0.4860 -0.0835 -0.22
H -1.0677 1.3280 -2.5272 -0.01
N -1.3531 1.4111 0.4990 0.18


[4]
10
Properties=species:S:1:pos:R:3:lowdin_charge:R:1 method="wB97M-V/def2-TZVPD" spin_multiplicity=3 homo_ev="-8.07 / -9.61" total_charge=0 e_above_lowest_ev=0.651 total_energy_ha=-1348.2497 s2=2.0071
C 0.4516 -0.3945 0.1729 -0.90
S -1.2551 -0.5274 -0.3846 0.22
S -2.4382 0.3904 0.8166 0.28
H -1.3317 -1.9315 -0.2603 0.03
H 1.9005 0.9283 0.9847 0.08
C 1.0740 0.9163 0.2774 -0.17
H 0.3222 1.6587 0.5520 0.07
S 1.1311 -2.0098 0.3412 0.75
O -1.3198 -0.2267 -1.7927 -0.44
H 1.4653 1.1962 -0.7074 0.09


[5]
66
Properties=species:S:1:pos:R:3:lowdin_charge:R:1 method="wB97M-V/def2-TZVPD" homo_ev=-8.09 total_charge=0 e_above_lowest_ev=0.135 smiles="Cc1cccc(NC(=O)CN2CCN(CC(=O)Nc3ccc(-c4ccccc4)cc3)CC2)c1C" total_energy_ha=-1455.7257
N 2.9746 1.7590 -0.4780 -0.19
H -8.8275 -3.7555 -1.6223 0.10
C -5.3561 -0.1433 -1.1400 -0.03
H 0.6592 0.3764 -1.2853 0.12
C -9.8091 -2.4817 -0.2099 -0.10
C -3.6625 0.9681 0.1600 -0.22
C 2.0708 0.8947 0.2732 -0.15
H 7.1914 -4.4125 -0.1955 0.09
C 6.2678 -1.8345 0.2887 -0.16
H -3.5909 0.7287 -1.9694 0.11
H 3.9212 1.9367 -2.3203 0.14
H 0.0003 0.2747 0.3544 0.13
H 4.9828 -2.8122 -1.1063 0.09
C -1.7162 2.1007 1.2201 -0.46
C 4.5237 0.0979 -1.4525 -0.47
C 7.4364 -2.4837 0.7013 -0.23
C -9.6756 -1.3847 0.6247 -0.08
H 9.3842 0.2125 1.3528 0.10
H 9.4422 -2.2474 1.3959 0.11
C -5.6012 0.0464 1.2319 -0.02
N -2.4417 1.6439 0.1713 0.13
C 2.3829 3.0801 -0.6302 -0.16
C 0.9742 3.0314 -1.2384 -0.16
H 2.3338 3.5311 0.3666 0.12
C -7.5279 -2.2198 -0.9042 -0.04
C 8.5190 -0.3553 1.0451 -0.09
H 2.6666 0.6926 -2.3252 0.13
C 6.2739 -0.4408 0.2035 -0.18
H 4.1442 -2.0266 0.2208 0.07
C -8.4720 -0.7089 0.6984 -0.04
H -0.6453 3.8237 0.5863 0.14
O -2.0269 2.0393 2.3890 0.07
C 5.0283 -2.6073 -0.0370 -0.03
H 2.4829 -0.1153 0.2901 0.12
H -6.6852 -2.5600 -1.4886 0.11
H 8.5176 -4.3082 0.9676 0.07
H -4.0188 1.0481 2.2676 0.10
C -8.7308 -2.8974 -0.9728 -0.09
H -10.7492 -3.0106 -0.2652 0.10
H 2.0433 1.2670 1.3021 0.12
H -5.7323 -0.4605 -2.1015 0.11
C -4.3979 0.7181 1.3149 0.00
H -8.3789 0.1562 1.3388 0.11
C 7.5032 -3.9813 0.7537 -0.05
H 7.3531 1.3730 0.5517 0.11
N 5.1519 0.2747 -0.2682 0.13
C -6.1016 -0.3975 0.0098 -0.19
C 3.4489 1.1598 -1.7110 -0.10
C 8.5459 -1.7382 1.0728 -0.05
H 0.2949 2.7172 1.5977 0.12
H 4.9139 1.1348 0.2121 0.14
H 4.9954 -3.5479 0.5047 0.07
H -1.9830 1.7591 -0.7275 0.13
C 0.6468 0.8592 -0.3028 -0.15
N 0.0633 2.1858 -0.4797 -0.19
C 7.3852 0.2940 0.6030 -0.03
H -10.5146 -1.0535 1.2196 0.10
H 1.0299 2.6205 -2.2520 0.12
C -7.3812 -1.1163 -0.0665 -0.19
C -0.4151 2.7680 0.7611 -0.10
H 3.0396 3.6946 -1.2491 0.12
H 0.5545 4.0374 -1.3016 0.12
H -6.1538 -0.1565 2.1372 0.12
O 4.7709 -0.7689 -2.2613 0.07
C -4.1560 0.5321 -1.0686 -0.02
H 6.8498 -4.3715 1.5343 0.08


[6]
15
Properties=species:S:1:pos:R:3:lowdin_charge:R:1 method="wB97M-V/def2-TZVPD" homo_ev=-8.86 total_charge=0 e_above_lowest_ev=5.220 total_energy_ha=-345.6131
H 1.0282 1.5458 0.4292 0.11
C -0.4294 -0.3034 -0.9281 -0.16
H -1.1566 -0.6365 -1.7226 0.15
H 1.7935 1.7233 -1.1817 0.11
H 2.1313 -0.6256 0.3316 0.11
C 1.4330 -0.3738 -0.5179 0.00
H -2.3984 -0.4328 1.9380 0.11
O -0.1609 1.0332 -1.1847 -0.10
H 1.8288 -0.8383 -1.4029 0.06
C -0.9061 -0.8117 0.3653 -0.43
O -0.0443 -0.5668 1.4124 -0.06
H -1.4841 1.0564 1.3512 0.11
C 1.1259 1.1092 -0.5735 -0.22
H -1.2287 -1.8525 0.2919 0.15
C -1.5377 -0.0227 1.3840 0.04


[7]
19
Properties=species:S:1:pos:R:3:lowdin_charge:R:1 method="wB97M-V/def2-TZVPD" homo_ev=-9.05 total_charge=0 e_above_lowest_ev=1.626 smiles="C=C(C)/C=C/C.O" total_energy_ha=-310.9995
H -0.8645 -2.5998 -2.6445 0.06
C 0.4244 0.7105 -0.0473 -0.16
H 0.8467 0.5759 -2.9583 0.07
C -0.6316 0.2901 -0.7258 -0.10
H 1.2044 -0.3924 5.3319 0.03
C 0.0155 -0.1083 -3.1290 -0.07
H 1.4608 2.0655 1.2408 0.06
H -0.7643 0.5137 -3.5710 0.08
H -1.6344 0.5958 -0.4391 0.12
C -0.9458 -1.9365 -1.7859 0.04
H 0.3542 -0.8587 -3.8521 0.08
C -0.5272 -0.6837 -1.8509 -0.39
H -0.1668 2.6113 0.7773 0.07
H 0.0901 1.3268 2.0074 0.07
H -1.3999 -2.3536 -0.9025 0.06
H 0.0005 -0.7346 6.2036 0.03
C 0.4334 1.7469 1.0542 -0.10
H 1.3921 0.3631 -0.4040 0.11
O 0.7124 -1.1317 5.6955 -0.06